The following is a quantum chemistry calculation of a molecular structure, C37H50AlBN4OPS2, from the OMol25 dataset.

Each line ends with the Löwdin charge.
CARTESIAN COORDINATES (ANGSTROEM)
Al1 -0.9736 0.1557 0.0454  -0.264
C1 -1.9456 -3.0022 -1.1772  -0.095
N1 -0.7105 -2.2807 -0.9151  -0.284
C2 0.1890 -2.3624 -2.0515  -0.088
C3 -0.0723 -2.7971 0.2944  -0.176
C4 1.0178 -1.8735 0.7749  -0.240
C5 2.1710 -2.3928 1.3487  -0.053
C6 3.1469 -1.5413 1.8470  -0.100
C7 2.9681 -0.1707 1.7482  -0.098
C8 1.8131 0.3353 1.1615  -0.120
C9 0.8020 -0.4935 0.6676  -0.155
H1 -1.7695 -4.0872 -1.2713  0.093
H2 -2.3935 -2.6474 -2.1068  0.068
H3 -2.6417 -2.8051 -0.3622  0.033
H4 0.5091 -3.4000 -2.2447  0.091
H5 1.0764 -1.7566 -1.8646  0.089
H6 -0.3141 -1.9876 -2.9450  0.073
H7 0.3196 -3.8148 0.1258  0.124
H8 -0.8516 -2.8640 1.0601  0.108
H9 2.3015 -3.4684 1.4195  0.103
H10 4.0348 -1.9461 2.3175  0.093
H11 3.7180 0.5040 2.1448  0.094
H12 1.6891 1.4122 1.1032  0.084
C10 -5.0360 -3.5671 1.3637  -0.123
C11 -4.6808 -3.1785 2.7937  -0.278
C12 -3.1794 -3.2048 3.0410  -0.245
C13 -2.8181 -2.6684 4.4168  -0.206
N2 -1.3868 -2.6496 4.6891  -0.022
C14 -0.6093 -1.5246 4.6752  -0.866
S1 0.7496 -1.4757 5.6834  0.524
N3 -0.9997 -0.5485 3.8598  0.025
C15 -0.4125 0.7797 3.7862  -0.211
C16 -1.3799 1.8421 4.2971  -0.189
C17 -1.6860 1.7377 5.7885  -0.264
C18 -0.4988 2.1021 6.6742  -0.121
H13 -6.1168 -3.5736 1.2040  0.063
H14 -4.6528 -4.5613 1.1171  0.071
H15 -4.5914 -2.8470 0.6726  0.024
H16 -5.1897 -3.8377 3.5074  0.102
H17 -5.0459 -2.1644 2.9840  0.106
H18 -2.7003 -2.5575 2.3041  0.013
H19 -2.7833 -4.2195 2.9215  0.117
H20 -3.2985 -3.2635 5.1997  0.119
H21 -3.2058 -1.6490 4.5094  0.121
H22 -1.0330 -3.3304 5.3386  0.086
H23 -1.6991 -0.7239 3.1327  0.029
H24 -0.1848 0.9832 2.7409  0.068
H25 0.5238 0.7625 4.3407  0.074
H26 -2.2999 1.7640 3.7102  0.106
H27 -0.9575 2.8264 4.0712  0.107
H28 -2.0117 0.7186 6.0220  0.094
H29 -2.5308 2.3929 6.0217  0.099
H30 0.3259 1.4034 6.5281  0.033
H31 -0.7691 2.0716 7.7320  0.063
H32 -0.1428 3.1106 6.4462  0.069
B1 -1.5236 4.6406 0.9708  -0.421
C19 -1.0261 3.1809 0.6353  -0.144
N4 -0.6273 2.1304 0.3616  0.150
H33 -2.6279 4.7530 0.4805  0.006
H34 -1.5506 4.7482 2.1768  -0.005
H35 -0.7319 5.4180 0.4691  0.001
S2 -2.8443 -0.3111 0.9648  0.271
O1 -0.9735 0.5402 -1.8128  -0.270
P1 -1.8874 0.9061 -2.9544  0.880
C20 -0.8863 0.9280 -4.4513  -0.267
C21 -1.4279 1.3322 -5.6704  -0.083
C22 -0.6299 1.3764 -6.8005  -0.080
C23 0.7143 1.0308 -6.7137  -0.084
C24 1.2587 0.6450 -5.4989  -0.068
C25 0.4596 0.5923 -4.3638  -0.055
C26 -3.2330 -0.2536 -3.1879  -0.278
C27 -4.1515 -0.3854 -2.1446  -0.112
C28 -5.1346 -1.3604 -2.2189  -0.064
C29 -5.2102 -2.1924 -3.3263  -0.077
C30 -4.2965 -2.0628 -4.3652  -0.086
C31 -3.3022 -1.0993 -4.2946  -0.083
C32 -2.5652 2.5569 -2.8260  -0.256
C33 -1.6711 3.5881 -2.5347  -0.069
C34 -2.1120 4.8981 -2.5212  -0.071
C35 -3.4410 5.1835 -2.8066  -0.071
C36 -4.3321 4.1618 -3.0944  -0.075
C37 -3.8971 2.8438 -3.1061  -0.067
H36 -2.4713 1.6216 -5.7307  0.115
H37 -1.0511 1.6886 -7.7473  0.102
H38 1.3387 1.0712 -7.5972  0.101
H39 2.3073 0.3867 -5.4291  0.106
H40 0.8704 0.2993 -3.4063  0.105
H41 -4.0596 0.2132 -1.2423  0.032
H42 -5.8189 -1.4814 -1.3891  0.110
H43 -5.9752 -2.9575 -3.3756  0.103
H44 -4.3477 -2.7220 -5.2221  0.100
H45 -2.5744 -1.0195 -5.0919  0.099
H46 -0.6427 3.3569 -2.2848  0.119
H47 -1.4290 5.6918 -2.2535  0.110
H48 -3.7874 6.2085 -2.7775  0.105
H49 -5.3718 4.3859 -3.2950  0.102
H50 -4.5942 2.0440 -3.3206  0.102

Summary:
F_max = 0.47 eV/Å
Net charge = -1
Kohn-Sham gap = 6.36 eV
HOMO = -4.30 eV
Total energy = -85429.297 eV



The following is a quantum chemistry calculation of a molecular structure, C37H50AsN6OOsSSiTe at a distorted geometry, from the OMol25 dataset.

Each line ends with the Löwdin charge.
CARTESIAN COORDINATES (ANGSTROEM)
Os1 10.9710 12.4352 13.1727  1.303
N1 11.1031 13.0138 15.1120  -0.038
C1 11.1731 13.1194 16.2646  -0.203
N2 11.2447 12.9179 17.5287  -0.056
C2 12.0817 11.8072 18.0397  -0.128
C3 13.1040 12.3141 19.0124  -0.168
C4 12.4618 13.1422 20.1684  -0.171
C5 11.6801 14.3158 19.5279  -0.166
C6 10.5604 13.7565 18.5801  -0.085
H1 12.5082 11.3114 17.2017  0.101
H2 11.2793 11.2365 18.5423  0.149
H3 13.7671 12.9500 18.3693  0.133
H4 13.6394 11.4122 19.3754  0.130
H5 13.1447 13.5568 20.8854  0.107
H6 11.6687 12.5603 20.7105  0.133
H7 12.3692 14.9066 18.8837  0.120
H8 11.3400 14.9177 20.3990  0.128
H9 10.0235 14.5826 18.0705  0.130
H10 9.8517 13.1905 19.1378  0.114
C7 9.9378 8.6409 9.2617  0.013
N3 10.0759 9.9474 9.8325  -0.081
C8 9.3837 11.1118 9.4126  -0.012
C9 9.6096 12.0565 10.5490  -0.506
O1 9.1646 13.1605 10.6395  0.022
N4 10.4747 11.4785 11.4811  -0.073
C10 10.5832 10.1497 11.0111  -0.350
N5 11.0967 9.1793 11.7525  0.237
H11 9.9036 7.8481 10.0100  0.101
H12 10.7287 8.4457 8.5778  0.095
H13 9.0324 8.5744 8.5791  0.137
H14 8.3399 10.8388 9.2871  0.154
H15 9.7605 11.4875 8.4396  0.171
H16 11.5251 9.5111 12.6228  0.046
H17 11.4126 8.2794 11.4092  0.135
S1 14.6991 15.1104 12.0921  1.141
C11 13.5773 13.7806 12.2984  -0.415
N6 12.3014 14.0055 12.0798  -0.074
C12 12.1186 15.3946 11.8013  -0.296
C13 10.9089 15.9421 11.5390  -0.041
C14 10.8831 17.2806 11.1836  -0.032
C15 12.0997 18.0397 11.2117  -0.055
C16 13.2938 17.4605 11.6073  -0.077
C17 13.3323 16.0960 11.8418  -0.498
H18 13.9351 12.8442 12.7043  0.061
H19 10.0799 15.2767 11.3332  0.078
H20 9.9904 17.8879 10.9501  0.121
H21 12.0247 19.0718 10.9672  0.091
H22 14.2133 18.0373 11.6396  0.117
Te1 11.4692 23.2115 12.7529  1.674
C18 12.1994 23.6544 10.8170  -0.510
C19 13.5205 23.3972 10.5432  -0.111
C20 14.0465 23.7584 9.2717  -0.061
C21 13.2537 24.2891 8.3703  -0.088
C22 11.9286 24.5170 8.6110  -0.039
C23 11.3679 24.2710 9.8603  -0.096
C24 12.9088 24.4163 13.7162  -0.536
C25 12.8036 25.7582 13.4796  -0.137
C26 13.8579 26.6217 13.8544  -0.024
C27 14.9548 26.0956 14.5141  -0.054
C28 15.0054 24.7716 14.8032  -0.055
C29 13.9849 23.8671 14.4333  -0.089
H23 14.1930 22.9472 11.2064  0.086
H24 15.1491 23.6518 9.1221  0.143
H25 13.7044 24.5652 7.4115  0.139
H26 11.2491 24.7965 7.8334  0.121
H27 10.3726 24.4798 10.0589  0.081
H28 12.0302 26.2967 12.8967  0.124
H29 13.8156 27.6384 13.5822  0.107
H30 15.7504 26.7397 14.8471  0.125
H31 15.8952 24.4748 15.2941  0.109
H32 14.0604 22.8470 14.6748  0.086
C30 7.8639 15.0860 12.7248  -0.221
As1 8.3652 13.2438 13.4576  1.079
C31 7.8646 13.2170 15.3674  -0.281
C32 7.0854 12.0198 12.6468  -0.242
H33 6.7671 15.2356 12.9338  0.064
H34 7.9308 15.0114 11.6829  -0.015
H35 8.4695 15.8613 13.1334  0.011
H36 6.7517 13.2537 15.5003  0.061
H37 8.1442 14.1759 15.7589  0.013
H38 8.2383 12.3739 15.8858  0.011
H39 6.2102 12.2544 13.2172  0.033
H40 7.4058 11.0176 12.9117  0.041
H41 7.0457 12.0385 11.6273  -0.008
C33 13.7146 8.1047 16.1616  -0.191
Si1 14.5120 9.1749 14.9765  0.502
C34 15.3167 8.3254 13.4701  -0.159
C35 15.6606 10.3540 15.8969  -0.152
C36 13.0273 10.2534 14.2458  -0.146
C37 12.2729 11.0963 13.7615  -0.391
H42 14.4089 7.3357 16.4609  0.050
H43 12.8129 7.5899 15.7669  0.064
H44 13.4986 8.6749 17.0111  0.008
H45 16.2263 7.8865 13.7894  0.021
H46 15.4892 9.0906 12.6919  0.040
H47 14.7632 7.5640 12.9808  0.015
H48 16.1638 11.0312 15.2583  0.022
H49 16.5060 9.9270 16.3562  0.029
H50 15.3188 10.8297 16.7700  0.006

Summary:
F_max = 4.89 eV/Å
Net charge = +3
Kohn-Sham gap (alpha / beta) = 8.87 / 5.35 eV
2S+1 = 5
HOMO (alpha / beta) = -14.84 / -14.89 eV
Total energy = -139453.873 eV